*a*
Here is C4H6N4S2 in the gas phase from the Open Molecules 2025 dataset. Energies are from ωB97M-V/def2-TZVPD.

Structure (XYZ):
```
16
Properties=species:S:1:pos:R:3
S 2.823 -0.188 -0.908
C 1.424 0.376 -0.394
N 0.892 1.628 -0.595
C -0.287 1.756 0.309
N -0.537 0.403 0.730
C -1.472 -0.480 -0.271
S -2.768 0.278 -0.907
N -0.959 -1.698 -0.221
C 0.349 -1.707 0.433
N 0.695 -0.294 0.590
H 1.624 2.270 -0.508
H -0.126 2.344 1.119
H -1.271 2.013 -0.245
H -1.597 -2.495 -0.463
H 0.184 -1.930 1.521
H 1.026 -2.275 -0.192
```

- HOMO-LUMO gap (eV) = 9.01
- E_HOMO (eV) = -8.559
- SMILES string = S=C1NCN2C(=S)NCN12
- spin multiplicity = 1
- lowest unoccupied orbital energy (eV) = 0.45


*b*
Here is C4H6N4S2 in the gas phase from the Open Molecules 2025 dataset. Energies are from ωB97M-V/def2-TZVPD.

Structure (XYZ):
```
16
Properties=species:S:1:pos:R:3
C 2.229 -1.764 0.638
S 2.278 -0.078 -0.103
C 0.614 0.593 -0.171
S 0.517 2.259 -0.219
N -0.505 -0.251 -0.086
N -0.404 -1.543 -0.443
C -1.651 -1.933 -0.428
N -2.563 -1.012 -0.033
C -1.821 0.057 0.211
N -2.313 1.260 0.694
H 1.622 -1.660 1.547
H 1.755 -2.566 0.052
H 3.244 -1.989 0.981
H -1.937 -2.934 -0.724
H -3.336 1.310 0.549
H -1.782 2.043 0.309
```

- HOMO-LUMO gap (eV) = 8.36
- E_HOMO (eV) = -9.042
- SMILES string = CSC(=S)n1ncnc1N
- spin multiplicity = 1
- lowest unoccupied orbital energy (eV) = -0.68


The most stable of them is *b*.


*a*
Here is a molecular structure, C24H26N2O4S from the Open Molecules 2025 dataset. Energies are from ωB97M-V/def2-TZVPD.

Structure (XYZ):
```
57
Properties=species:S:1:pos:R:3
C 2.619 6.967 2.604
C 2.549 5.448 2.634
C 1.732 4.618 1.912
C 1.660 3.373 2.118
C 2.500 2.909 2.905
C 3.471 3.621 3.822
C 3.430 4.988 3.772
H 4.302 5.573 4.033
H 4.301 3.144 4.366
N 2.545 1.400 3.174
C 1.942 0.425 2.612
O 2.007 -0.630 2.732
C 0.674 1.284 1.572
C 0.850 2.440 1.507
S -0.394 3.065 0.256
C -0.922 1.356 0.270
C -0.342 0.533 0.938
H -0.378 -0.550 1.068
C -2.027 1.036 -0.858
O -2.952 1.920 -0.612
N -2.059 0.148 -1.636
C -0.966 -0.952 -1.524
H -0.046 -0.585 -1.292
H -0.901 -1.193 -2.596
C -1.176 -2.224 -1.194
C -0.143 -3.138 -0.862
O 0.224 -3.278 -2.094
C 1.583 -4.400 -2.162
C 2.752 -3.626 -1.495
H 2.639 -3.401 -0.539
H 3.084 -2.825 -2.278
H 3.614 -4.280 -1.839
C 1.602 -4.832 -3.551
H 1.749 -3.841 -4.205
H 0.611 -5.147 -3.863
H 2.505 -5.692 -3.622
H 1.256 -5.102 -1.621
H -0.417 -4.117 -0.035
H 0.666 -2.537 -0.200
H -1.974 -2.829 -1.413
H -1.949 -2.088 0.106
C -3.243 -0.158 -2.098
C -4.273 -0.952 -1.629
C -5.084 -0.794 -0.495
C -5.600 -2.032 -0.403
C -5.538 -2.939 -1.549
O -4.676 -2.250 -2.264
H -5.926 -3.872 -1.792
H -6.304 -2.377 0.302
H -4.876 -0.014 0.208
H -3.727 0.844 -2.553
H -2.999 -0.550 -3.404
H 3.253 0.856 3.655
H 0.896 5.185 1.392
H 3.499 7.271 2.249
H 1.915 7.199 2.006
H 2.464 7.603 3.465
```

- HOMO-LUMO gap (eV) = 8.40
- E_HOMO (eV) = -7.824
- spin multiplicity = 1
- lowest unoccupied orbital energy (eV) = 0.57


*b*
Here is C24H26N2O4S in the gas phase from the Open Molecules 2025 dataset. Energies are from ωB97M-V/def2-TZVPD.

Structure (XYZ):
```
57
Properties=species:S:1:pos:R:3
C -6.751 -2.364 1.747
C -6.081 -1.312 0.919
C -6.788 -0.164 0.545
C -6.203 0.821 -0.217
C -4.878 0.692 -0.637
N -4.276 1.664 -1.396
C -2.980 1.658 -1.876
O -2.560 2.590 -2.531
C -2.235 0.462 -1.509
C -0.902 0.163 -1.878
C -0.458 -1.014 -1.360
C 0.850 -1.645 -1.667
O 1.186 -1.782 -2.830
N 1.618 -2.059 -0.630
C 1.330 -1.824 0.773
C 1.156 -0.350 1.153
C 2.300 0.532 0.665
O 1.999 1.860 1.013
C 2.770 2.848 0.348
C 4.211 2.901 0.863
C 2.058 4.178 0.571
C 2.863 -2.749 -0.949
C 4.075 -1.971 -0.561
C 4.917 -2.079 0.509
C 5.883 -1.054 0.360
C 5.552 -0.399 -0.786
O 4.464 -0.947 -1.347
S -1.699 -1.821 -0.438
C -2.811 -0.530 -0.735
C -4.155 -0.460 -0.268
C -4.771 -1.445 0.508
H -6.064 -3.174 1.977
H -7.113 -1.938 2.682
H -7.608 -2.775 1.215
H -7.814 -0.052 0.862
H -6.763 1.701 -0.497
H -4.822 2.481 -1.639
H -0.302 0.810 -2.491
H 2.175 -2.230 1.332
H 0.431 -2.377 1.067
H 1.095 -0.279 2.240
H 0.229 0.054 0.747
H 2.401 0.447 -0.428
H 3.246 0.209 1.126
H 2.786 2.617 -0.732
H 4.745 3.711 0.374
H 4.733 1.969 0.660
H 4.210 3.075 1.937
H 2.580 4.976 0.050
H 2.028 4.401 1.634
H 1.039 4.116 0.201
H 2.874 -3.718 -0.441
H 2.856 -2.896 -2.033
H 4.867 -2.803 1.298
H 6.702 -0.839 1.014
H 5.999 0.433 -1.292
H -4.196 -2.319 0.777
```

- HOMO-LUMO gap (eV) = 8.06
- E_HOMO (eV) = -8.143
- SMILES string = Cc1ccc2[nH]c(=O)c3cc(C(=O)N(CCCOC(C)C)Cc4ccco4)sc3c2c1
- spin multiplicity = 1
- lowest unoccupied orbital energy (eV) = -0.08


*c*
Here is C24H26N2O4S in the gas phase from the Open Molecules 2025 dataset. Energies are from ωB97M-V/def2-TZVPD.

Structure (XYZ):
```
57
Properties=species:S:1:pos:R:3
C -3.268 1.920 5.820
C -2.238 2.601 4.931
O -2.250 1.940 3.683
C -1.409 2.370 2.705
C -0.516 3.420 2.821
C 0.318 3.768 1.765
C 0.248 3.087 0.568
C 1.151 3.430 -0.597
C 1.448 2.152 -1.343
O 1.038 1.880 -2.455
N 2.143 1.240 -0.610
C 2.157 -0.080 -0.964
S 1.417 -0.620 -2.421
C 1.745 -2.278 -1.979
C 1.196 -3.383 -2.822
C -0.300 -3.411 -2.623
C -1.133 -2.671 -3.451
C -2.498 -2.641 -3.227
C -3.044 -3.343 -2.166
C -2.219 -4.078 -1.332
C -0.855 -4.110 -1.559
C 2.397 -2.372 -0.795
C 2.654 -1.108 -0.189
C 3.286 -0.823 1.100
N 3.791 -1.881 1.774
O 3.358 0.311 1.565
C -0.666 2.042 0.436
C -1.478 1.656 1.486
O -2.347 0.611 1.466
C -2.396 -0.240 0.338
C -3.259 0.309 -0.794
H -3.291 2.399 6.795
H -3.014 0.871 5.940
H -4.251 1.987 5.362
H -1.240 2.533 5.386
H -2.492 3.663 4.801
H -0.443 3.975 3.742
H 1.020 4.578 1.891
H 0.655 4.125 -1.278
H 2.073 3.886 -0.234
H 2.515 1.409 0.331
H 1.428 -3.202 -3.873
H 1.641 -4.332 -2.516
H -0.709 -2.113 -4.272
H -3.136 -2.067 -3.883
H -4.110 -3.318 -1.989
H -2.639 -4.627 -0.502
H -0.213 -4.682 -0.904
H 2.676 -3.317 -0.361
H 3.764 -2.814 1.408
H 4.231 -1.714 2.663
H -0.729 1.525 -0.508
H -1.385 -0.469 -0.022
H -2.838 -1.166 0.716
H -4.266 0.498 -0.430
H -3.299 -0.422 -1.597
H -2.855 1.238 -1.185
```

- HOMO-LUMO gap (eV) = 8.46
- E_HOMO (eV) = -7.837
- SMILES string = CCOc1ccc(CC(=O)Nc2sc(Cc3ccccc3)cc2C(N)=O)cc1OCC
- spin multiplicity = 1
- lowest unoccupied orbital energy (eV) = 0.62


The most stable of them is *c*.


*a*
Here is a gas-phase ion, C2H7IN3 (charge +1) from the Open Molecules 2025 dataset. Energies are from ωB97M-V/def2-TZVPD.

Structure (XYZ):
```
13
Properties=species:S:1:pos:R:3
H 0.441 -1.387 -2.550
N 0.560 -0.483 -1.991
C 0.085 -0.104 -0.873
C 0.576 1.296 -0.422
N -0.630 -0.805 0.187
N -0.646 -0.205 1.526
I -0.824 -2.886 -0.041
H -0.085 1.824 0.237
H 0.843 1.899 -1.381
H 1.618 1.072 -0.101
H 0.178 -0.512 1.944
H -1.384 -0.570 2.038
H -0.731 0.862 1.429
```

- HOMO-LUMO gap (eV) = 8.41
- E_HOMO (eV) = -13.706
- SMILES string = [H]/N=C(/C)N([NH3+])I
- spin multiplicity = 1
- net charge = +1
- lowest unoccupied orbital energy (eV) = -5.30


*b*
Here is a gas-phase ion, C2H7IN3 (charge +1) from the Open Molecules 2025 dataset. Energies are from ωB97M-V/def2-TZVPD.

Structure (XYZ):
```
13
Properties=species:S:1:pos:R:3
C -1.757 -0.564 0.045
C -0.086 0.774 -0.866
N -1.265 0.465 -0.827
N 2.395 1.572 0.424
N -0.741 -1.596 0.195
I 1.384 -0.163 0.452
H -1.951 -0.091 1.015
H -2.706 -0.917 -0.367
H 0.338 1.575 -1.447
H 3.111 1.586 -0.306
H 2.872 1.727 1.307
H -0.880 -2.181 1.011
H -0.714 -2.187 -0.636
```

- HOMO-LUMO gap (eV) = 10.14
- E_HOMO (eV) = -14.302
- spin multiplicity = 1
- net charge = +1
- lowest unoccupied orbital energy (eV) = -4.16


The most stable of them is *b*.


*a*
Here is C9H8O2 in the gas phase from the Open Molecules 2025 dataset. Energies are from ωB97M-V/def2-TZVPD.

Structure (XYZ):
```
19
Properties=species:S:1:pos:R:3
O 3.328 -0.708 -1.134
C 2.498 -0.300 -0.317
C 1.408 -1.115 0.517
C -0.013 -0.697 0.301
C -1.253 -1.558 -0.013
C -2.402 -0.978 -0.414
C -2.510 0.586 -0.509
C -1.409 1.307 -0.503
C -0.211 0.701 0.016
C 1.134 1.511 0.401
O 2.234 1.036 -0.284
H 2.067 -0.973 1.658
H 1.766 -2.250 0.398
H -1.035 -2.568 -0.032
H -3.232 -1.440 -0.837
H -3.454 1.070 -0.439
H -1.303 2.488 -0.359
H 1.395 1.269 1.361
H 0.993 2.618 0.187
```

- HOMO-LUMO gap (eV) = 9.31
- E_HOMO (eV) = -8.994
- SMILES string = O=C1Cc2ccccc2CO1
- spin multiplicity = 1
- lowest unoccupied orbital energy (eV) = 0.31


*b*
Here is C9H8O2 in the gas phase from the Open Molecules 2025 dataset. Energies are from ωB97M-V/def2-TZVPD.

Structure (XYZ):
```
19
Properties=species:S:1:pos:R:3
C -1.874 -1.591 0.678
C -2.287 -0.444 0.133
O -3.591 -0.199 -0.127
C -1.404 0.721 -0.152
O -1.923 1.803 -0.373
C 0.053 0.502 -0.149
C 0.884 1.412 0.500
C 2.252 1.214 0.517
C 2.800 0.116 -0.127
C 1.977 -0.779 -0.793
C 0.607 -0.594 -0.803
H -0.844 -1.760 0.923
H -2.581 -2.370 0.901
H -3.649 0.739 -0.390
H 0.437 2.257 1.004
H 2.890 1.918 1.029
H 3.869 -0.042 -0.118
H 2.410 -1.629 -1.302
H -0.028 -1.274 -1.350
```

- HOMO-LUMO gap (eV) = 9.32
- E_HOMO (eV) = -9.371
- SMILES string = C=C(O)C(=O)c1ccccc1
- spin multiplicity = 1
- lowest unoccupied orbital energy (eV) = -0.05


*c*
Here is C9H8O2 in the gas phase from the Open Molecules 2025 dataset. Energies are from ωB97M-V/def2-TZVPD.

Structure (XYZ):
```
19
Properties=species:S:1:pos:R:3
C -0.780 2.419 -0.776
C -0.097 1.873 -1.883
C -1.248 1.644 0.278
C 0.227 0.504 -1.875
C -1.090 0.263 0.155
C -0.382 -0.216 -0.884
C -1.473 -0.898 0.969
C -0.361 -1.866 0.802
C 1.022 -1.612 1.451
O -2.590 -1.171 1.346
O -0.662 -3.186 0.753
H -1.124 3.523 -0.846
H 0.482 2.517 -2.509
H -1.798 1.937 1.155
H 1.117 0.143 -2.403
H 1.841 -1.557 0.704
H 1.234 -2.431 2.281
H 0.882 -0.670 1.853
H -1.577 -3.443 0.501
```

- HOMO-LUMO gap (spin up / spin down) (eV) = 8.17 / 7.89
- E_HOMO (spin up / spin down) (eV) = -8.444 / -8.156
- spin multiplicity = 1
- lowest unoccupied orbital energy (spin up / spin down) (eV) = -0.28 / -0.27


The most stable of them is *b*.